# C11H44O11

A 11-piece molecular cluster, C11H44O11 overall (ωB97M-V with the def2-TZVPD basis set, OMol25).

ΔE to the lowest compared entry with this formula, charge and spin ... 224.08 kJ/mol
Frontier orbital gap ... 9.8 eV
Highest occupied orbital energy ... -9.4 eV
E ... -34638.078 eV
Largest force on an atom ... 0.0352 hartree/bohr
SMILES ... CO.CO.CO.CO.CO.CO.CO.CO.CO.CO.CO
LUMO energy ... 0.01436 hartree
Net charge ... 0

Structure (XYZ):
```
66
C11H44O11 (ωB97M-V with the def2-TZVPD basis set)
C 3.51 1.22 0.76
O 3.68 0.56 1.97
H 2.68 1.93 0.85
H 4.36 1.81 0.38
H 3.18 0.52 0.00
H 4.49 0.06 1.80
C -1.19 4.26 -0.64
O -2.39 3.59 -0.23
H -1.41 4.93 -1.49
H -0.83 4.86 0.18
H -0.43 3.57 -1.05
H -2.69 3.03 -0.95
C -0.05 0.43 0.22
O -0.82 -0.65 -0.21
H 1.01 0.22 0.10
H -0.32 1.36 -0.28
H -0.26 0.61 1.28
H -0.37 -1.48 0.04
C -1.47 -1.18 -3.68
O -1.80 -0.18 -2.78
H -0.68 -1.79 -3.26
H -2.32 -1.83 -3.93
H -1.02 -0.78 -4.58
H -1.54 -0.44 -1.88
C 0.61 1.92 -4.50
O 1.85 2.40 -5.02
H -0.20 2.67 -4.52
H 0.28 1.08 -5.13
H 0.81 1.53 -3.51
H 1.68 2.76 -5.89
C 2.47 -1.33 -3.14
O 2.34 -2.69 -2.78
H 3.48 -1.08 -3.49
H 1.78 -1.09 -3.95
H 2.19 -0.75 -2.27
H 2.54 -3.21 -3.55
C 1.63 -2.37 1.56
O 0.36 -2.79 1.05
H 1.48 -1.54 2.23
H 2.09 -3.22 2.06
H 2.24 -2.06 0.72
H 0.55 -3.64 0.62
C 0.95 0.74 4.37
O 0.55 -0.47 5.00
H 1.89 0.61 3.81
H 0.18 0.95 3.64
H 1.00 1.62 4.99
H 1.14 -0.60 5.76
C -2.32 -1.59 3.14
O -2.06 -2.95 2.88
H -2.78 -1.51 4.12
H -1.43 -0.94 3.09
H -3.05 -1.13 2.48
H -1.25 -3.01 2.34
C -1.75 3.56 3.29
O -1.63 2.42 2.44
H -2.68 4.10 3.06
H -1.78 3.31 4.36
H -0.87 4.17 3.17
H -2.04 2.68 1.61
C -2.13 -3.72 -0.82
O -2.65 -4.74 -1.61
H -2.85 -2.95 -0.57
H -1.76 -4.19 0.08
H -1.27 -3.28 -1.34
H -2.90 -4.30 -2.41
```

Mulliken atomic charge list, values in e, 8 entries: -0.2590 -0.4368 0.1949 0.3479 -0.0751 0.2727 -0.5064 -0.5402